Entry from the OMol25 dataset: a cluster of 2 separate species, C5H6N4O in total at a distorted geometry (wB97M-V/def2-TZVPD).

Relative energy (zero: lowest compared OMol25 entry of this formula, charge and spin) (kJ/mol): 483.0
Net charge: 0
HOMO level (eV): -7.423
Lowest unoccupied orbital energy (eV): 0.65
Kohn-Sham gap (eV): 8.1

Element x y z (Å)
C: 0.11858 1.58325 -2.12211
C: -1.66593 0.62237 -1.36113
C: 0.14364 1.66043 -0.67493
C: 0.84429 1.76951 0.51696
C: -0.29584 -2.03343 0.42315
N: -0.99618 1.02425 -2.40154
N: 0.01629 1.45795 1.55776
N: -1.12172 1.18421 -0.24901
N: -1.18592 1.14821 1.06108
O: 0.56534 -1.59917 1.17761
H: 0.94815 1.81364 -2.79330
H: -2.66998 0.13979 -1.52754
H: 1.87110 1.99302 0.58247
H: 0.12051 1.42968 2.51092
H: -0.06478 -2.32660 -0.69868
H: -1.27756 -2.03002 0.60829